Record 1
The following is a quantum chemistry calculation of an isolated molecule of CHNP2S2 in a non-equilibrium geometry, from OMol25.

Geometry (Å):
C -0.1842 -0.0580 0.1332
N 0.3755 1.0476 0.0430
P -2.0415 -0.5728 0.0043
P 0.7509 -1.6917 -0.0048
S -2.8329 1.1750 -0.0402
S 2.6075 -1.1522 -0.0345
H 1.3246 1.2520 -0.1010

The calculation puts the highest occupied orbital energy at -8.5 eV. Its total energy is -42789.2857 eV. As for the net charge: 0. The relative energy (zero: lowest compared OMol25 entry of this formula, charge and spin) is 25.1 kcal/mol. The calculation puts the orbital gap at 5.90 eV. As for the SMILES: N=C(P=S)P=S.

These are the Löwdin partial charges, in e, on atoms 1 to 6: C -0.990; N 0.031; P 0.356; P 0.355; S 0.134; S 0.122

Record 2
The following is a quantum chemistry calculation of a cluster of 2 separate species, CHNS2 in total in a non-equilibrium geometry, from OMol25.

Geometry (Å):
C -0.7114 0.9918 0.8171
N -0.2474 0.2590 0.0738
S 1.7027 -0.9817 -1.2482
S -1.6723 1.7644 1.9278
H 0.9284 -2.0336 -1.5705

The calculation puts the highest occupied orbital energy (alpha / beta) at -8.7 / -8.7 eV. Its total energy is -24209.1423 eV. As for the net charge: 0. The relative energy (zero: lowest compared OMol25 entry of this formula, charge and spin) is 82.5 kcal/mol. The calculation puts the orbital gap (alpha / beta) at 4.16 / 4.23 eV.

Charges in e, computed with Löwdin, in the same order as the atoms: C -0.906; N -0.013; S 0.565; S 0.593; H -0.239

Record 3
The following is a quantum chemistry calculation of a structure of composition CHO2S2 in a non-equilibrium geometry, from OMol25.

Geometry (Å):
C -0.1241 -0.5470 0.8235
O 0.4391 0.1723 1.5728
O -0.0656 1.3929 -1.0165
S -0.5779 -2.1504 0.9627
S -0.5211 -0.2178 -0.9240
H 0.8497 1.3499 -1.4184

The calculation puts the highest occupied orbital energy at -3.7 eV. Its total energy is -26819.9104 eV. As for the net charge: -1. The relative energy (zero: lowest compared OMol25 entry of this formula, charge and spin) is 15.1 kcal/mol. The calculation puts the orbital gap at 7.20 eV.

Charges in e, computed with Löwdin, in the same order as the atoms: C -1.434; O -0.097; O -0.546; S 0.350; S 0.697; H 0.031

Record 4
The following is a quantum chemistry calculation of an isolated molecule of CHO3PS in a non-equilibrium geometry, from OMol25.

Geometry (Å):
C -0.0949 1.3770 0.6116
O -1.3806 -2.6434 0.7883
O 0.8688 0.9949 -1.9451
O 0.1431 -0.9785 -0.5213
P -0.3791 -1.6521 1.0407
S 0.6079 0.5572 -0.6082
H 0.2347 2.3449 0.6340

The calculation puts the highest occupied orbital energy (alpha / beta) at -9.9 / -9.9 eV. Its total energy is -27315.5927 eV. As for the net charge: 0. The relative energy (zero: lowest compared OMol25 entry of this formula, charge and spin) is 104.8 kcal/mol. The calculation puts the orbital gap (alpha / beta) at 8.44 / 8.44 eV. As for the SMILES: C#S(=O)OP=O.

These are the Löwdin partial charges, in e, on atoms 1 to 6: C -0.195; O -0.399; O -0.360; O -0.611; P 0.913; S 0.721

Record 5
The following is a quantum chemistry calculation of a structure of composition CHO3S2 in a non-equilibrium geometry, from OMol25.

Geometry (Å):
C -0.5358 -0.9955 0.6369
O 1.8274 0.6367 -0.3652
O -0.2284 1.9757 -0.0494
O -0.0451 0.4171 -1.9486
S -0.5972 -0.9394 2.2353
S 0.4039 0.7959 -0.6104
H -0.8247 -1.8905 0.1014

The calculation puts the highest occupied orbital energy at -3.9 eV. Its total energy is -28866.0276 eV. As for the net charge: -1. The relative energy (zero: lowest compared OMol25 entry of this formula, charge and spin) is 20.7 kcal/mol. The calculation puts the orbital gap at 7.39 eV.

These are the Löwdin partial charges, in e, on atoms 1 to 6: C -0.684; O -0.393; O -0.391; O -0.416; S 0.498; S 0.425

Record 6
The following is a quantum chemistry calculation of a cluster of 2 separate species, CHO4PS in total in a non-equilibrium geometry, from OMol25.

Geometry (Å):
C -1.5516 -1.5427 -0.7257
O 1.8957 1.3461 -0.1218
O -0.5510 2.1913 0.0469
O 0.3535 0.3598 1.7485
O 0.0947 -0.2139 -0.7210
P 0.3820 1.0719 0.1411
S -1.1920 -2.6229 -1.7638
H 0.5686 -0.5897 1.3958

The calculation puts the highest occupied orbital energy at 0.4 eV. Its total energy is -29366.8239 eV. As for the net charge: -2. The relative energy (zero: lowest compared OMol25 entry of this formula, charge and spin) is 70.1 kcal/mol. The calculation puts the orbital gap at 4.88 eV.

These are the Löwdin partial charges, in e, on atoms 1 to 6: C -0.669; O -0.519; O -0.418; O -0.342; O -0.534; P 0.039

Record 7
The following is a quantum chemistry calculation of a cluster of 2 separate species, CN2O2 in total in a non-equilibrium geometry, from OMol25.

Geometry (Å):
C -1.3093 -0.1233 0.0912
N -2.1000 0.4329 -0.5968
N 1.7840 0.0833 0.4388
O -0.4197 -0.6955 0.6904
O 2.0449 0.3026 -0.6236

The calculation puts the highest occupied orbital energy (alpha / beta) at -8.3 / -11.7 eV. Its total energy is -8107.2403 eV. As for the net charge: 0. The relative energy (zero: lowest compared OMol25 entry of this formula, charge and spin) is 4.5 kcal/mol. The calculation puts the orbital gap (alpha / beta) at 8.56 / 7.67 eV. Its multiplicity is 3.

Charges in e, computed with Löwdin, in the same order as the atoms: C -0.383; N 0.242; N 0.030; O 0.098; O 0.012

Record 8
The following is a quantum chemistry calculation of an isolated molecule of CN2O2S in a non-equilibrium geometry, from OMol25.

Geometry (Å):
C 0.0905 -1.7908 0.6647
N 0.3428 -2.9374 0.6889
N 0.0046 1.2951 -0.5110
O -0.2394 2.4522 -0.3741
O 0.2137 0.6862 -1.5126
S -0.4122 0.2947 1.0441

The calculation puts the highest occupied orbital energy at -11.7 eV. Its total energy is -18941.2932 eV. As for the net charge: 0. The relative energy (zero: lowest compared OMol25 entry of this formula, charge and spin) is 136.7 kcal/mol. The calculation puts the orbital gap at 9.45 eV. As for the SMILES: N#CS[N+](=O)[O-].

Charges in e, computed with Löwdin, in the same order as the atoms: C -0.355; N 0.034; N -0.674; O 0.049; O 0.059; S 0.886

Record 9
The following is a quantum chemistry calculation of an isolated molecule of CN2OS in a non-equilibrium geometry, from OMol25.

Geometry (Å):
C -1.3656 -0.0868 0.0846
N -2.3346 0.5261 -0.0297
N 2.5179 -0.3290 0.0307
O -0.1839 -0.5834 0.0977
S 1.3663 0.4731 -0.1832

The calculation puts the highest occupied orbital energy at -11.0 eV. Its total energy is -16896.7312 eV. As for the net charge: 0. The relative energy (zero: lowest compared OMol25 entry of this formula, charge and spin) is 42.2 kcal/mol. The calculation puts the orbital gap at 8.69 eV.

Charges in e, computed with Löwdin, in the same order as the atoms: C -0.506; N 0.131; N -0.354; O -0.316; S 1.045

Record 10
The following is a quantum chemistry calculation of a cluster of 2 separate species, CN3O5S in total in a non-equilibrium geometry, from OMol25.

Geometry (Å):
C -0.2098 1.9762 1.6439
N 0.6997 2.6091 2.0540
N -0.0812 0.1419 -1.0437
N 0.2262 -0.7747 -1.8991
O 0.2966 -0.7114 -3.0692
O 0.5371 -1.8884 -1.1116
O 1.0480 -0.6577 1.0872
O -1.1602 -1.4271 0.7512
O -1.3471 1.5786 1.3719
S -0.0093 -0.8465 0.2155

The calculation puts the highest occupied orbital energy at -3.9 eV. Its total energy is -26575.6507 eV. As for the net charge: -1. The relative energy (zero: lowest compared OMol25 entry of this formula, charge and spin) is 92.3 kcal/mol. The calculation puts the orbital gap at 6.19 eV.

These are the Löwdin partial charges, in e, on atoms 1 to 6: C -0.741; N -0.017; N 0.033; N -0.412; O 0.144; O -0.085

Record 11
The following is a quantum chemistry calculation of an isolated molecule of CN4 in a non-equilibrium geometry, from OMol25.

Geometry (Å):
C 0.1302 0.0051 0.3641
N -0.9248 0.0423 -0.2597
N -1.9865 -0.0245 0.0404
N 1.3727 -0.6156 -0.0796
N 1.4084 0.5927 -0.0652

The calculation puts the highest occupied orbital energy (alpha / beta) at -9.1 / -9.0 eV. Its total energy is -6990.6826 eV. As for the net charge: 0. The relative energy (zero: lowest compared OMol25 entry of this formula, charge and spin) is 23.8 kcal/mol. The calculation puts the orbital gap (alpha / beta) at 8.86 / 8.37 eV.

Charges in e, computed with Löwdin, in the same order as the atoms: C -0.350; N -0.063; N 0.208; N 0.100; N 0.105

Record 12
The following is a quantum chemistry calculation of the ion CN5O with charge -1 in a non-equilibrium geometry, from OMol25.

Geometry (Å):
C 0.0366 -0.2614 0.0803
N 0.0482 1.0689 0.1915
N -0.8576 -0.7051 -0.7971
N -0.8825 1.4538 -0.6451
N -1.4192 0.4038 -1.2339
N 1.1830 -1.2227 0.9829
O 1.9374 -0.5564 1.6478

The calculation puts the highest occupied orbital energy at -5.0 eV. Its total energy is -10532.2945 eV. As for the net charge: -1. The relative energy (zero: lowest compared OMol25 entry of this formula, charge and spin) is 8.2 kcal/mol. The calculation puts the orbital gap at 8.66 eV. As for the SMILES: [O-]N=C1N=NN=N1.

These are the Löwdin partial charges, in e, on atoms 1 to 6: C -0.430; N -0.062; N -0.067; N -0.167; N -0.172; N 0.000

Record 13
The following is a quantum chemistry calculation of the ion CN7 with charge -1 in a non-equilibrium geometry, from OMol25.

Geometry (Å):
C 0.0690 0.7236 0.0052
N 1.3315 1.1058 -0.0011
N 2.0156 -0.0266 -0.0041
N 1.2646 -1.0832 -0.0003
N -1.4619 1.0874 -0.0002
N -2.0047 -0.0705 -0.0041
N -1.2348 -1.1089 -0.0010
N 0.0207 -0.6275 0.0056

The calculation puts the highest occupied orbital energy at -4.7 eV. Its total energy is -11465.7391 eV. As for the net charge: -1. The relative energy (zero: lowest compared OMol25 entry of this formula, charge and spin) is 9.8 kcal/mol. The calculation puts the orbital gap at 9.78 eV. As for the SMILES: n1nc2[n-]nnn2n1.

These are the Löwdin partial charges, in e, on atoms 1 to 6: C -0.343; N -0.024; N -0.134; N -0.022; N -0.026; N -0.211

Record 14
The following is a quantum chemistry calculation of a structure of composition CNNiO5S2 in a non-equilibrium geometry, from OMol25.

Geometry (Å):
Ni -1.1593 -0.1421 0.1376
N 2.2156 0.6166 -0.0267
S 1.3042 1.8231 -0.0637
O -0.1780 1.5979 0.0929
S 1.6596 -1.0950 -0.4446
O 0.3679 -1.2238 0.3773
O 2.7288 -1.9400 0.1273
O -4.2795 -0.6156 -0.5975
C -3.1134 -0.4063 -0.2278
O -2.8694 0.2543 0.9014

The calculation puts the highest occupied orbital energy (alpha / beta) at -3.3 / -4.1 eV. Its total energy is -75477.6913 eV. As for the net charge: -1. The relative energy (zero: lowest compared OMol25 entry of this formula, charge and spin) is 0.0 kcal/mol. The calculation puts the orbital gap (alpha / beta) at 4.78 / 5.57 eV. Its multiplicity is 3.

These are the Löwdin partial charges, in e, on atoms 1 to 6: Ni 0.440; N -0.525; S 0.870; O -0.574; S 0.722; O -0.562

Record 15
The following is a quantum chemistry calculation of the ion CNO2S2 with charge -1 in a non-equilibrium geometry, from OMol25.

Geometry (Å):
C -1.3900 0.2194 0.1985
N -0.4328 0.0610 0.8674
O 1.2684 -1.2458 -0.6700
O 2.1244 0.5384 0.6485
S -2.6431 0.2912 -0.7345
S 1.0731 0.1358 -0.3098

The calculation puts the highest occupied orbital energy at -4.7 eV. Its total energy is -28293.9636 eV. As for the net charge: -1. The relative energy (zero: lowest compared OMol25 entry of this formula, charge and spin) is 10.2 kcal/mol. The calculation puts the orbital gap at 8.07 eV.

Charges in e, computed with Löwdin, in the same order as the atoms: C -1.050; N -0.102; O -0.499; O -0.538; S 0.555; S 0.634

Record 16
The following is a quantum chemistry calculation of a cluster of 2 separate species, CNO4 in total in a non-equilibrium geometry, from OMol25.

Geometry (Å):
C -1.2994 -0.0950 0.0678
N 1.0958 0.1887 0.0288
O -1.6657 0.9760 0.4058
O -1.3212 -1.2071 -0.3352
O 1.7025 -0.7049 0.6688
O 1.7580 0.8863 -0.8123

The calculation puts the highest occupied orbital energy at -3.6 eV. Its total energy is -10716.6399 eV. As for the net charge: -1. The relative energy (zero: lowest compared OMol25 entry of this formula, charge and spin) is 0.0 kcal/mol. The calculation puts the orbital gap at 7.43 eV.

Charges in e, computed with Löwdin, in the same order as the atoms: C -0.473; N -0.363; O 0.119; O 0.122; O -0.192; O -0.212

Record 17
The following is a quantum chemistry calculation of a structure of composition CNO4S2Sm in a non-equilibrium geometry, from OMol25.

Geometry (Å):
Sm -0.2880 1.6844 0.3133
N -1.3361 -1.5650 1.7852
S -2.4975 -0.8793 0.9792
O -2.1058 0.5086 0.3932
S 0.1546 -1.2207 2.1509
O 0.6625 0.0874 1.4635
O 1.0538 1.1166 -1.7618
C 1.8243 0.4405 -2.3302
O 2.5322 -0.1724 -2.9933

The calculation puts the highest occupied orbital energy (alpha / beta) at -17.1 / -17.2 eV. Its total energy is -50274.3005 eV. As for the net charge: +2. The relative energy (zero: lowest compared OMol25 entry of this formula, charge and spin) is 0.7 kcal/mol. The calculation puts the orbital gap (alpha / beta) at 5.27 / 7.81 eV. Its multiplicity is 6.

These are the Löwdin partial charges, in e, on atoms 1 to 6: Sm 2.063; N -0.667; S 1.043; O -0.783; S 1.040; O -0.782

Record 18
The following is a quantum chemistry calculation of the ion CO4P with charge -1 in a non-equilibrium geometry, from OMol25.

Geometry (Å):
C 0.9476 0.0255 -0.0399
O -2.1066 0.0303 0.7148
O 2.1331 -0.0405 0.0965
O 0.1974 1.0834 -0.1547
O 0.1033 -1.0894 -0.1282
P -1.2748 -0.0093 -0.4886

The calculation puts the highest occupied orbital energy (alpha / beta) at -0.3 / -6.2 eV. Its total energy is -18515.2613 eV. As for the net charge: -1. The relative energy (zero: lowest compared OMol25 entry of this formula, charge and spin) is 19.4 kcal/mol. The calculation puts the orbital gap (alpha / beta) at 4.66 / 7.95 eV. Its multiplicity is 3.

Charges in e, computed with Löwdin, in the same order as the atoms: C -0.821; O -0.462; O 0.063; O -0.165; O -0.233; P 0.619

Record 19
The following is a quantum chemistry calculation of the ion CO4S2 with charge -2 in a non-equilibrium geometry, from OMol25.

Geometry (Å):
C -0.7687 -0.5210 0.3223
O 0.0399 1.3145 -1.3299
O -1.0546 -0.3105 1.9922
O 1.5351 -0.5813 -0.8694
O 1.2595 1.1878 0.7798
S -1.6344 -1.5200 -0.5967
S 0.6232 0.4305 -0.2982

The calculation puts the highest occupied orbital energy at -0.1 eV. Its total energy is -30894.4105 eV. As for the net charge: -2. The relative energy (zero: lowest compared OMol25 entry of this formula, charge and spin) is 68.0 kcal/mol. The calculation puts the orbital gap at 5.94 eV. As for the SMILES: O=S(=O)([O-])C([O-])=S.

These are the Löwdin partial charges, in e, on atoms 1 to 6: C -0.928; O -0.443; O -0.511; O -0.444; O -0.418; S 0.453

Record 20
The following is a quantum chemistry calculation of a cluster of 2 separate species, COP2 in total in a non-equilibrium geometry, from OMol25.

Geometry (Å):
C -1.5506 0.2067 0.4215
O -2.1046 -0.3901 -0.3650
P 2.6967 -0.3113 0.0930
P 0.9585 0.4947 -0.1495

The calculation puts the highest occupied orbital energy (alpha / beta) at -7.1 / -9.9 eV. Its total energy is -21657.5417 eV. As for the net charge: 0. The calculation puts the orbital gap (alpha / beta) at 6.12 / 6.64 eV. Its multiplicity is 3.

Charges in e, computed with Löwdin, in the same order as the atoms: C -0.233; O -0.013; P 0.089; P 0.157